[1]
78
Properties=species:S:1:pos:R:3:lowdin_spin:R:1 method="wB97M-V/def2-TZVPD" e_homo_ev="-9.9 / -9.9" multiplicity=2 s_squared=0.755 charge=+1 orbital_gap_ev="7.24 / 5.66" de_lowest_kj_mol=214.7
Ir 0.68 0.47 0.66 0.01
C 2.37 4.45 -1.72 0.00
O 1.64 4.46 -0.47 0.00
C 1.24 3.30 -0.02 0.00
O 1.37 2.23 -0.60 0.00
N 0.65 3.39 1.19 0.00
N 0.14 2.22 1.75 0.00
H 2.92 5.39 -1.75 0.00
H 1.67 4.41 -2.55 0.00
H 3.05 3.61 -1.76 0.00
H 0.49 4.29 1.62 0.00
H -0.87 2.14 1.60 0.00
H 0.38 2.16 2.73 0.00
C -5.96 -2.87 2.37 0.00
C -5.15 -2.51 3.61 0.00
C -4.97 -3.72 4.51 0.00
C -4.20 -3.33 5.77 0.00
C -2.88 -2.71 5.40 0.00
C -1.81 -2.77 6.25 0.00
C -0.59 -2.21 5.89 0.00
F 0.43 -2.29 6.75 0.00
C -0.41 -1.59 4.69 0.00
C -1.49 -1.50 3.80 0.00
C -1.31 -0.83 2.53 0.00
O -0.13 -0.40 2.28 0.00
C -2.45 -0.71 1.71 0.00
C -3.63 -1.30 2.12 0.00
N -3.80 -1.96 3.26 0.00
C -2.73 -2.06 4.15 0.00
C -2.49 0.02 0.40 0.00
O -3.47 -0.11 -0.32 0.00
O -1.47 0.78 0.15 0.02
H -6.83 -3.44 2.69 0.00
H -5.37 -3.48 1.69 0.00
H -6.32 -2.00 1.83 0.00
H -5.67 -1.73 4.18 0.00
H -4.42 -4.49 3.97 0.00
H -5.95 -4.11 4.77 0.00
H -4.03 -4.21 6.40 0.00
H -4.79 -2.63 6.36 0.00
H -1.90 -3.27 7.21 0.00
H 0.55 -1.16 4.41 0.00
H -4.47 -1.21 1.45 0.00
C -1.45 -0.71 -5.76 0.01
N -0.26 0.01 -5.32 0.03
C -0.08 0.58 -4.12 0.05
Se -1.29 0.72 -2.69 0.62
N 1.17 1.08 -4.09 0.01
C 1.83 0.82 -5.28 0.01
C 3.10 1.13 -5.73 0.00
C 3.41 0.73 -7.02 0.01
C 2.49 0.05 -7.82 0.01
C 1.22 -0.26 -7.37 0.00
C 0.91 0.14 -6.07 0.00
H -2.10 -0.85 -4.90 0.00
H -1.15 -1.68 -6.16 0.00
H -1.97 -0.14 -6.53 0.00
H 1.56 1.48 -3.24 0.00
H 3.82 1.66 -5.11 0.00
H 4.39 0.96 -7.42 0.00
H 2.77 -0.24 -8.82 0.00
H 0.51 -0.79 -7.98 0.00
Br 0.91 -0.91 -1.36 0.22
C 2.42 -0.08 1.77 0.00
C 3.39 0.58 0.90 0.00
C 3.95 -0.07 -0.21 0.00
C 4.76 0.59 -1.11 0.00
C 5.09 1.93 -0.90 0.00
C 4.64 2.57 0.25 0.00
C 3.81 1.90 1.13 0.00
C 5.85 2.66 -1.88 0.00
N 6.39 3.27 -2.69 0.00
H 2.25 0.38 2.74 0.00
H 2.38 -1.17 1.74 0.00
H 3.71 -1.12 -0.38 0.00
H 5.14 0.07 -1.98 0.00
H 4.94 3.59 0.45 0.00
H 3.45 2.41 2.02 0.00

***

[2]
73
Properties=species:S:1:pos:R:3:lowdin_charge:R:1 method="wB97M-V/def2-TZVPD" e_homo_ev=-16.0 charge=+3 orbital_gap_ev=5.69 de_lowest_kj_mol=4.0
Zr 0.84 0.23 -0.50 1.86
Br 4.87 -5.56 -2.96 0.88
C 4.21 -3.86 -2.58 -0.68
C 2.87 -3.57 -2.83 -0.08
C 2.38 -2.31 -2.53 -0.03
C 3.23 -1.35 -2.00 -0.28
C 4.56 -1.64 -1.74 -0.01
C 5.06 -2.90 -2.04 -0.08
N 2.69 -0.05 -1.69 -0.05
C 3.37 1.01 -1.91 0.00
C 2.88 2.32 -1.43 -0.24
C 3.47 3.49 -1.86 0.05
C 3.00 4.70 -1.33 0.04
C 1.97 4.67 -0.41 0.02
C 1.41 3.45 -0.05 -0.08
N 1.84 2.29 -0.56 -0.06
H 2.23 -4.32 -3.27 0.12
H 1.34 -2.08 -2.76 0.11
H 5.22 -0.90 -1.29 0.13
H 6.09 -3.14 -1.83 0.12
H 4.32 0.97 -2.43 0.16
H 4.29 3.47 -2.56 0.15
H 3.44 5.64 -1.64 0.14
H 1.59 5.58 0.04 0.14
H 0.59 3.40 0.66 0.13
C -3.36 0.26 -1.04 -0.13
Si -1.89 0.04 -2.12 0.44
C -0.82 1.61 -2.09 -0.18
C -2.22 -0.55 -3.82 -0.14
N -0.64 -0.89 -1.22 -0.25
C -0.72 -2.24 -0.76 -0.30
C -1.71 -3.16 -1.08 0.01
C -1.65 -4.46 -0.58 -0.02
C -0.61 -4.87 0.24 -0.02
C 0.41 -3.98 0.58 0.03
C 0.29 -2.72 0.06 -0.18
F 1.32 -1.75 0.33 -0.09
H -4.14 0.83 -1.55 0.06
H -3.12 0.78 -0.11 0.02
H -3.80 -0.71 -0.77 0.05
H -1.29 2.44 -2.63 0.09
H 0.16 1.48 -2.59 0.04
H -0.71 2.01 -1.07 0.01
H -2.53 0.30 -4.44 0.06
H -3.04 -1.27 -3.84 0.05
H -1.35 -1.01 -4.30 0.05
H -2.52 -2.87 -1.74 0.12
H -2.43 -5.16 -0.85 0.13
H -0.57 -5.88 0.62 0.13
H 1.25 -4.26 1.20 0.14
C 1.53 0.32 3.68 0.01
C 1.50 0.59 2.34 -0.13
N 0.37 0.45 1.60 -0.13
C -0.77 0.08 2.20 -0.06
C -0.85 -0.12 3.58 -0.16
C 0.33 -0.03 4.31 0.07
C -2.14 -0.46 4.21 -0.02
C -3.28 0.23 4.12 0.00
C -3.54 1.52 3.44 -0.25
C -4.64 2.26 3.83 0.03
C -4.83 3.49 3.22 -0.07
N -4.00 3.94 2.28 0.11
C -2.99 3.15 1.98 -0.21
N -2.70 1.96 2.50 0.11
H 2.45 0.41 4.24 0.13
H 2.40 0.92 1.82 0.12
H -1.63 -0.10 1.57 0.11
H 0.31 -0.24 5.37 0.15
H -2.13 -1.33 4.86 0.13
H -4.12 -0.16 4.68 0.13
H -5.33 1.90 4.58 0.13
H -5.68 4.12 3.48 0.13
H -2.31 3.53 1.21 0.10

***

[3]
74
Properties=species:S:1:pos:R:3:lowdin_spin:R:1 method="wB97M-V/def2-TZVPD" e_homo_ev="-7.3 / -7.3" multiplicity=5 s_squared=6.141 charge=0 orbital_gap_ev="5.64 / 6.40"
Mn 0.25 0.10 0.21 3.95
C 0.29 -2.02 -2.73 0.00
C -0.29 -3.01 -1.78 0.00
C -1.18 -3.97 -2.24 0.00
C -1.66 -4.95 -1.39 0.00
C -1.21 -5.00 -0.08 0.00
C -0.34 -4.04 0.42 0.00
C 0.17 -4.18 1.82 0.00
C 0.08 -2.99 -0.43 0.00
N 0.84 -1.92 0.09 -0.01
C 2.01 -2.23 0.67 0.00
O 2.63 -3.29 0.60 0.01
C 2.54 -1.08 1.49 0.01
C 3.70 -1.12 2.25 0.00
C 4.05 -0.01 3.01 0.01
C 3.22 1.11 2.98 0.00
C 2.08 1.08 2.19 0.01
N 1.75 0.00 1.47 -0.02
C 1.14 2.23 1.98 0.01
O 1.26 3.30 2.56 0.02
N 0.20 1.90 1.06 -0.05
C -0.64 2.97 0.64 0.01
C -0.10 3.96 -0.19 -0.01
C 1.35 3.95 -0.55 0.00
C -0.93 4.99 -0.62 0.00
C -2.25 5.05 -0.22 -0.01
C -2.76 4.08 0.62 0.00
C -1.97 3.03 1.06 -0.01
C -2.53 2.01 2.01 0.00
H -0.02 -2.20 -3.76 0.00
H 1.38 -2.04 -2.69 0.00
H -0.03 -1.01 -2.46 0.00
H -1.47 -3.96 -3.28 0.00
H -2.35 -5.70 -1.75 0.00
H -1.53 -5.80 0.57 0.00
H -0.54 -4.72 2.45 0.00
H 0.41 -3.23 2.27 0.00
H 1.10 -4.75 1.79 0.00
H 4.30 -2.01 2.22 0.00
H 4.94 -0.02 3.61 0.00
H 3.45 2.01 3.54 0.00
H 1.70 2.93 -0.71 0.00
H 1.93 4.37 0.27 0.00
H 1.55 4.53 -1.45 0.00
H -0.52 5.74 -1.28 0.00
H -2.87 5.86 -0.55 0.00
H -3.79 4.15 0.95 0.00
H -3.47 2.35 2.43 0.00
H -1.83 1.82 2.83 0.00
H -2.70 1.07 1.49 0.00
Cl 2.53 0.37 -1.41 0.03
C 2.12 1.38 -2.76 0.00
C 3.14 1.81 -3.59 0.00
C 2.84 2.65 -4.65 0.00
C 1.54 3.07 -4.85 0.00
C 0.53 2.63 -4.02 0.00
Cl -1.08 3.17 -4.27 0.00
C 0.79 1.76 -2.94 0.00
S -0.52 1.21 -1.95 -0.03
H 4.15 1.49 -3.40 0.00
H 3.63 2.99 -5.30 0.00
H 1.31 3.76 -5.65 0.00
C -3.56 -3.17 1.88 0.00
N -2.72 -2.03 1.63 0.01
C -1.95 -1.55 2.75 0.00
C -2.55 -1.53 0.41 0.01
O -1.79 -0.61 0.12 0.05
H -4.13 -3.01 2.79 0.00
H -2.95 -4.07 2.00 0.00
H -4.24 -3.33 1.05 0.00
H -2.59 -0.97 3.43 0.00
H -1.15 -0.91 2.38 0.00
H -1.52 -2.40 3.29 0.00
H -3.18 -2.01 -0.36 0.00